Entry from OMol25: a cluster of 4 separate species, C28H42N7O3S in total (wB97M-V/def2-TZVPD).

XYZ file:
```
81
Properties=species:S:1:pos:R:3:forces:R:3:lowdin_charge:R:1
C -1.5545 -0.6218 3.2806 -0.5 -0.1 0.3 -0.0889
O -2.1232 -1.7695 2.6624 0.4 0.1 0.0 -0.2051
C -1.6866 -2.0689 1.3489 -0.4 -0.3 0.0 -0.2364
C -1.0670 -3.4585 1.3268 0.1 0.0 0.3 -0.1640
C 0.4038 -3.5924 1.7456 0.1 0.1 -0.3 -0.1829
C 1.3747 -2.5055 1.2540 0.3 -0.3 0.3 -0.2171
C 2.7907 -3.0602 0.9789 -0.1 0.4 0.3 -0.1870
C 3.8014 -2.8812 2.1385 0.1 -0.3 -0.4 -0.1768
C 5.0509 -2.0452 1.8115 0.0 -0.1 0.6 -0.2035
C 4.9890 -0.5771 2.2222 0.1 0.2 -0.3 -0.1882
C 3.8348 0.2001 1.5997 -0.2 -0.2 0.0 -0.1696
C 4.0141 0.2738 0.0981 0.5 0.4 0.1 -0.0856
N 2.8274 0.8273 -0.5682 0.1 -0.2 -0.2 -0.0353
N 1.8304 1.3863 0.0157 0.0 0.0 0.0 0.1604
N 0.9779 1.7883 -0.9076 -0.3 0.2 0.4 0.1226
C 1.4797 1.4530 -2.0722 -0.1 0.1 -0.3 -0.0546
N 2.6433 0.8367 -1.8953 0.3 -0.1 0.1 -0.0180
C 3.5564 0.2935 -2.8897 -0.6 -0.4 -0.3 -0.1363
S 3.9737 1.5388 -4.1362 0.8 0.4 0.3 0.6664
O 5.0739 1.0186 -4.8708 -0.2 -0.3 -0.2 -0.2794
O 4.0688 2.7767 -3.4305 -0.4 0.1 0.0 -0.2998
H -0.6187 -0.3232 2.8058 0.1 0.0 -0.1 0.0722
H -1.3617 -0.8718 4.3224 0.1 -0.1 0.1 0.0871
H -2.2666 0.2056 3.2686 0.2 0.1 -0.2 0.0528
H -2.5637 -2.0868 0.6975 -0.1 0.1 0.0 0.1191
H -1.0335 -1.2839 0.9655 0.2 0.1 0.0 0.0968
H -1.6583 -4.0238 2.0459 -0.1 -0.2 -0.1 0.1183
H -1.2332 -3.9395 0.3638 0.1 0.1 -0.2 0.1115
H 0.7761 -4.5407 1.3592 -0.1 -0.2 0.1 0.1022
H 0.4794 -3.6615 2.8287 0.0 0.0 0.1 0.1187
H 1.4675 -1.7720 2.0540 -0.2 0.4 -0.1 0.0841
H 0.9919 -1.9925 0.3710 -0.1 0.0 -0.1 0.0949
H 3.2083 -2.5901 0.0860 0.0 0.0 -0.1 0.0812
H 2.6981 -4.1180 0.7471 0.1 -0.1 -0.1 0.1030
H 4.1625 -3.8678 2.4197 0.0 -0.1 0.1 0.1091
H 3.3006 -2.4907 3.0245 0.0 0.1 0.1 0.1168
H 5.8903 -2.4779 2.3533 0.1 0.0 0.0 0.1139
H 5.3135 -2.1471 0.7576 0.0 -0.1 -0.1 0.1011
H 4.9101 -0.4802 3.3022 -0.1 -0.1 0.1 0.1239
H 5.9294 -0.0942 1.9476 0.1 0.1 0.0 0.1184
H 3.7589 1.2026 2.0120 0.0 0.1 0.0 0.1257
H 2.8961 -0.3045 1.8130 -0.1 0.0 0.1 0.0917
H 4.2348 -0.6912 -0.3475 -0.2 -0.2 0.0 0.1071
H 4.8406 0.9431 -0.1476 0.0 0.1 -0.1 0.1534
H 1.0339 1.6527 -3.0316 -0.1 0.0 -0.1 0.1578
H 4.4814 -0.0747 -2.4620 0.1 0.2 0.2 0.1206
H 3.0634 -0.5421 -3.3851 0.0 -0.1 -0.1 0.1359
H 2.8589 1.5413 -4.9077 0.0 0.0 -0.1 0.0786
N 1.1681 3.6190 -6.6819 0.0 -0.1 0.0 0.0452
C 0.4731 3.7265 -7.8126 0.0 0.0 0.0 -0.1478
C 1.0615 3.7695 -9.0686 0.0 0.0 0.0 -0.0581
C 2.4419 3.6953 -9.1595 0.0 0.0 0.0 -0.0631
C 3.1814 3.5841 -7.9918 0.0 0.0 0.0 -0.0576
C 2.4933 3.5562 -6.7912 -0.1 -0.1 0.1 -0.1837
H -0.6037 3.7820 -7.7041 0.0 0.0 0.0 0.1062
H 0.4476 3.8574 -9.9538 0.0 0.0 0.0 0.1076
H 2.9339 3.7249 -10.1223 0.0 0.0 0.0 0.1120
H 4.2608 3.5260 -8.0105 0.0 0.0 0.0 0.1085
H 3.0193 3.4836 -5.8448 0.2 0.2 0.0 0.0672
N -3.4754 1.9763 2.3221 -0.1 0.1 -0.1 0.0498
C -4.7638 1.9616 2.6592 0.0 0.0 0.1 -0.1494
C -5.7543 2.6055 1.9322 0.0 0.0 0.0 -0.0630
C -5.3878 3.3071 0.7959 0.0 0.0 0.0 -0.0743
C -4.0498 3.3346 0.4345 0.0 0.0 0.0 -0.0737
C -3.1386 2.6544 1.2277 -0.1 0.0 0.0 -0.1554
H -5.0113 1.4051 3.5569 0.0 0.0 0.0 0.1030
H -6.7854 2.5581 2.2537 0.0 0.0 0.0 0.1049
H -6.1305 3.8258 0.2041 0.0 0.0 0.0 0.1078
H -3.7180 3.8745 -0.4422 0.0 0.0 0.0 0.0999
H -2.0847 2.6529 0.9768 0.1 0.0 0.0 0.0945
N -5.6050 -2.7057 5.4023 0.0 0.0 0.0 0.0563
C -6.9142 -2.6273 5.6287 0.0 0.0 0.0 -0.1552
C -7.8047 -1.9855 4.7801 0.0 0.0 0.0 -0.0746
C -7.3075 -1.3903 3.6322 0.0 0.0 0.0 -0.0843
C -5.9461 -1.4623 3.3831 0.0 0.0 0.0 -0.0841
C -5.1407 -2.1291 4.2953 0.1 0.0 0.0 -0.1459
H -7.2655 -3.1039 6.5372 0.0 0.0 0.0 0.1033
H -8.8596 -1.9564 5.0154 0.0 0.0 0.0 0.1007
H -7.9702 -0.8814 2.9435 0.0 0.0 0.0 0.1032
H -5.5106 -1.0148 2.4993 0.0 0.0 0.0 0.0937
H -4.0728 -2.2079 4.1268 0.0 0.0 -0.1 0.0898
```
Forces are in eV/Å.

Its net charge is +1. The molecular weight comes out at 556.8 g/mol. For the gap between HOMO and LUMO, the calculation gives 6.470 eV. The LUMO energy comes out at -4.3 eV. The HOMO energy comes out at -10.790 eV. The value obtained for the total energy is -2098.92004 Ha.

Entry from OMol25: a structure of composition C28H42N8O2PdS at a distorted geometry (wB97M-V/def2-TZVPD).

XYZ file:
```
82
Properties=species:S:1:pos:R:3:forces:R:3:lowdin_charge:R:1
Pd -0.1495 1.1495 -0.6240 0.2 -1.8 -0.2 0.8569
C -3.9138 -1.2492 2.6488 -0.2 0.0 0.1 -0.0283
N -2.5816 -1.1818 2.0675 0.1 0.2 -0.2 -0.1336
C -1.7810 -2.3679 2.2876 0.2 -0.1 0.1 -0.0218
C -2.2518 -0.2951 1.0993 -0.1 -0.2 0.2 -0.3785
N -1.3863 -0.5808 0.1359 0.4 1.0 0.1 0.0757
C -1.4519 -1.7300 -0.6140 -0.6 -0.6 -0.2 -0.2198
C -2.7159 -2.3178 -0.7805 0.4 0.3 0.1 -0.0092
C -2.9006 -3.5191 -1.4465 0.1 -0.3 -0.1 -0.0437
C -1.8213 -4.1377 -2.0236 -0.2 0.1 0.1 -0.0099
C -0.5482 -3.5323 -1.9960 0.0 0.0 0.1 -0.1772
C 0.4883 -4.1539 -2.7218 0.1 0.1 0.0 -0.0107
C 1.7207 -3.5627 -2.8266 -0.2 -0.3 0.0 -0.0447
C 1.9523 -2.3591 -2.1774 -0.3 0.3 0.3 -0.0229
C 0.9884 -1.7400 -1.3684 0.3 -0.6 -0.5 -0.2532
N 1.3365 -0.5548 -0.7657 -0.2 1.1 0.5 0.0683
C 2.5555 -0.2536 -0.3515 0.0 -0.2 0.1 -0.3929
N 3.0051 1.0175 -0.5216 -0.1 -0.2 -0.1 -0.1290
C 2.3592 1.8467 -1.5116 -0.1 -0.3 -0.1 -0.0428
C 3.8871 1.6825 0.4236 0.1 0.1 0.2 -0.0324
N 3.3408 -1.1331 0.3209 -0.1 0.2 -0.2 -0.1361
C 4.7857 -1.1742 0.1521 0.2 0.0 0.0 -0.0275
C 2.7752 -2.3230 0.9237 -0.1 -0.1 0.1 -0.0255
C -0.3237 -2.3103 -1.2840 0.0 0.1 0.1 -0.0513
N -2.7785 0.9550 1.1621 0.2 -0.1 -0.2 -0.1242
C -2.7520 1.7699 -0.0327 -0.1 -0.4 -0.1 -0.0317
C -3.0702 1.6331 2.4137 -0.1 0.1 0.2 -0.0226
H -4.3455 -2.2266 2.4221 0.0 0.0 0.0 0.1043
H -4.5603 -0.4835 2.2325 0.0 0.0 0.0 0.0934
H -3.8734 -1.1435 3.7333 0.0 0.0 0.0 0.1031
H -1.8286 -2.6212 3.3461 0.0 0.0 0.0 0.1047
H -0.7450 -2.1730 2.0180 0.0 0.0 0.0 0.0843
H -2.1474 -3.2223 1.7116 0.0 0.0 0.0 0.1006
H -3.5740 -1.8106 -0.3593 0.0 0.0 0.0 0.1236
H -3.8865 -3.9548 -1.5098 -0.1 0.0 0.0 0.1200
H -1.9378 -5.0755 -2.5447 0.0 -0.1 -0.1 0.1242
H 0.2765 -5.0863 -3.2231 0.0 -0.1 0.0 0.1244
H 2.5036 -4.0234 -3.4103 0.1 0.0 0.0 0.1198
H 2.9148 -1.8769 -2.2848 0.0 0.1 0.0 0.1251
H 2.3325 1.3350 -2.4761 -0.1 0.1 0.1 0.0813
H 2.9005 2.7841 -1.6160 -0.1 0.0 0.1 0.1120
H 1.2835 2.0817 -1.2160 1.1 0.7 -0.4 0.0224
H 4.0610 1.0466 1.2869 0.0 0.0 0.0 0.0908
H 3.4216 2.6063 0.7735 0.0 0.0 0.0 0.0956
H 4.8444 1.9355 -0.0341 0.0 0.0 0.0 0.1036
H 5.1191 -0.3866 -0.5154 0.0 0.0 0.0 0.0913
H 5.0691 -2.1335 -0.2868 0.0 0.0 0.0 0.1038
H 5.2938 -1.0745 1.1120 0.0 0.0 0.0 0.1033
H 1.7369 -2.1454 1.2006 0.0 0.0 0.0 0.0794
H 3.3480 -2.5538 1.8223 0.0 0.0 0.0 0.1056
H 2.8134 -3.1870 0.2540 0.0 0.0 0.0 0.1008
H -3.2101 1.2352 -0.8673 0.2 0.1 0.0 0.1088
H -1.6893 2.0332 -0.3512 -1.2 0.7 0.3 0.0172
H -3.3079 2.6873 0.1459 0.2 0.1 0.0 0.1094
H -2.8824 0.9751 3.2561 0.0 0.0 0.0 0.0920
H -4.1089 1.9667 2.4466 0.0 0.0 0.0 0.1073
H -2.4219 2.5051 2.5227 0.0 0.0 0.0 0.0763
C -1.0190 -0.9579 -4.5938 0.3 0.2 0.2 -0.1964
S 0.0496 0.3134 -3.8661 -0.2 -0.2 -1.2 0.8756
C -0.0262 1.4886 -5.2517 0.1 -0.3 0.4 -0.2134
O -0.7827 0.9595 -2.7848 -0.3 0.2 0.9 -0.6070
H -0.5261 -1.3449 -5.4817 0.1 0.0 -0.1 0.0721
H -1.9862 -0.5284 -4.8395 0.0 0.2 0.0 0.0728
H -1.1373 -1.7529 -3.8629 0.1 0.0 0.1 0.0362
H 0.4956 1.0474 -6.0967 0.0 0.0 -0.1 0.0667
H 0.4745 2.4044 -4.9485 0.1 0.0 0.1 0.0580
H -1.0618 1.7002 -5.5020 -0.1 -0.1 0.1 0.0681
N -0.9859 5.6678 2.8680 -0.1 0.3 -0.1 0.1870
C -0.0835 4.9567 3.5838 0.0 -0.1 -0.1 -0.5036
O 0.4906 5.3979 4.5495 0.1 0.0 0.1 0.1058
C 0.2174 3.5534 3.1130 0.1 -0.1 -0.1 -0.1048
C 0.7120 2.6480 4.0494 0.0 0.1 -0.1 0.0412
C 1.0565 1.3709 3.6417 0.0 0.1 -0.1 -0.0030
C 0.9022 1.0417 2.3054 0.1 -0.1 0.2 -0.1176
N 0.4492 1.9069 1.3996 -0.3 -0.2 -0.4 -0.0128
C 0.1190 3.1403 1.7924 0.1 0.3 0.2 -0.0885
H -1.1933 6.5950 3.2090 0.0 0.0 0.0 0.1291
H -1.6102 5.2816 2.1839 0.1 -0.1 0.0 0.0956
H 0.8345 2.9766 5.0711 0.0 0.0 0.1 0.1378
H 1.4615 0.6484 4.3335 0.0 0.0 0.1 0.1216
H 1.1668 0.0603 1.9338 -0.1 -0.1 0.0 0.0948
H -0.1855 3.8338 1.0149 -0.1 -0.1 0.0 0.1247
```
Forces are in eV/Å.

Its expectation value of S² is 2.05. Its net charge is +2. The molecular weight comes out at 661.2 g/mol. For the gap between HOMO and LUMO (spin up / spin down), the calculation gives 7.564 / 5.357 eV. The LUMO energy (spin up / spin down) comes out at -5.0 / -7.2 eV. The HOMO energy (spin up / spin down) comes out at -12.515 / -12.591 eV. The calculation puts the relative energy (zero: lowest compared OMol25 entry of this formula, charge and spin) at 0.000 eV. The value obtained for the total energy is -2206.23150 Ha. The multiplicity is 3.